{
  "formula": "C20H18FeNO3",
  "method": "ωB97M-V/def2-TZVPD",
  "s_squared": 6.15,
  "spin_multiplicity": 5,
  "orbital_gap_ev": [5.1781, 3.7967],
  "total_charge": 1,
  "elements": ["C", "C", "C", "C", "C", "C", "C", "C", "C", "N", "C", "H", "H", "H", "H", "H", "H", "H", "H", "H", "H", "H", "O", "C", "Fe", "C", "O", "C", "O", "C", "C", "C", "C", "C", "C", "C", "H", "H", "H", "H", "H", "H", "H"],
  "positions_angstrom": [[-2.07590, -0.34800, 2.30517], [-0.61757, -0.60071, 2.29659], [0.35590, 0.36445, 2.30943], [1.61703, -0.28249, 2.30498], [1.37803, -1.66891, 2.29661], [2.45498, -2.56616, 2.30900], [3.72895, -2.06425, 2.32455], [3.96856, -0.68045, 2.32733], [2.93271, 0.21249, 2.31841], [-0.00690, -1.85076, 2.28631], [-0.69145, -3.14080, 2.31737], [-2.28344, 0.72376, 2.30712], [-2.55292, -0.78052, 1.42486], [-2.54008, -0.78005, 3.19257], [0.19407, 1.42853, 2.33218], [2.27524, -3.62606, 2.31145], [4.56738, -2.74028, 2.33774], [4.98319, -0.31840, 2.33987], [3.10375, 1.27430, 2.32722], [0.02776, -3.95709, 2.32237], [-1.30432, -3.21614, 3.21343], [-1.33047, -3.24723, 1.44318], [-1.45655, 0.89916, -5.84774], [-1.10154, 1.08544, -4.78240], [-0.54391, 1.36855, -3.00714], [1.14907, 0.79238, -3.58139], [2.17420, 0.42522, -3.91362], [-0.15115, 3.15319, -3.33755], [0.07381, 4.25577, -3.51081], [0.05651, 1.34447, -0.86608], [-0.86238, 2.40092, -0.69563], [-2.08216, 2.55407, -1.35109], [-2.63313, 1.68470, -2.31585], [-2.33612, 0.32293, -2.60648], [-1.22727, -0.44516, -2.16299], [-0.12702, 0.04173, -1.40967], [1.01805, 1.49436, -0.36885], [-0.53663, 3.23212, -0.08144], [-2.60180, 3.49151, -1.19152], [-3.51820, 2.07416, -2.82581], [-3.01949, -0.17526, -3.30394], [-1.16469, -1.47928, -2.52179], [0.70588, -0.65622, -1.26597]],
  "atomic_forces_ev_per_a": [[-0.042, -0.154, -0.005], [-0.696, -3.056, -0.086], [2.705, 0.996, 0.027], [-0.644, 0.560, 0.013], [1.334, -0.181, -0.011], [-2.512, -0.069, -0.028], [0.849, 1.020, 0.009], [0.426, -0.291, -0.004], [-0.210, 0.093, 0.006], [-1.450, 1.266, 0.071], [-0.174, 0.150, -0.023], [0.171, -0.146, -0.043], [-0.019, -0.087, -0.039], [-0.041, -0.124, 0.019], [-0.156, 0.044, -0.039], [0.058, -0.270, -0.007], [0.102, -0.123, -0.004], [0.130, 0.000, 0.002], [0.096, 0.226, -0.002], [0.054, 0.194, -0.012], [-0.004, 0.005, 0.044], [0.000, 0.016, -0.053], [0.149, 0.048, 0.515], [-0.811, -0.240, -2.198], [0.893, 1.428, -1.398], [2.018, -0.576, -0.519], [-0.362, 0.089, 0.131], [0.254, 1.382, -0.181], [-0.118, -0.759, 0.073], [-0.371, 0.676, 1.142], [1.165, -0.894, 0.828], [-1.392, -0.336, -0.502], [-0.496, 0.327, 0.751], [-1.348, -1.053, 0.669], [0.156, 0.464, -0.064], [-0.192, -1.562, 1.361], [-0.138, -0.009, -0.298], [0.154, 0.052, -0.130], [0.021, 0.001, -0.170], [0.329, -0.125, 0.037], [0.347, 0.227, 0.283], [0.055, 0.494, 0.006], [-0.287, 0.297, -0.170]]
}

=====

{
  "formula": "C6H5As6CuF36NO2",
  "method": "ωB97M-V/def2-TZVPD",
  "orbital_gap_ev": 6.8529,
  "total_charge": -5,
  "elements": ["Cu", "As", "F", "F", "F", "F", "F", "F", "As", "F", "F", "F", "F", "F", "F", "As", "F", "F", "F", "F", "F", "F", "As", "F", "F", "F", "F", "F", "F", "As", "F", "F", "F", "F", "F", "F", "As", "F", "F", "F", "F", "F", "F", "C", "C", "C", "C", "C", "C", "N", "O", "O", "H", "H", "H", "H", "H"],
  "positions_angstrom": [[0.42683, 2.71397, -8.34137], [4.84787, 1.32245, -2.72255], [5.91817, 1.07815, -1.26961], [4.00720, 2.69498, -1.83586], [3.71975, 1.36045, -4.05915], [5.70034, 0.03725, -3.58561], [3.60880, 0.13720, -1.98650], [5.90717, 2.49717, -3.46368], [-3.08441, 1.10806, -3.34853], [-4.52381, 2.08019, -3.65300], [-3.78642, 0.85464, -1.71785], [-1.81041, 0.11535, -2.71251], [-2.36588, 1.67931, -4.90550], [-2.36360, 2.64959, -2.80813], [-3.99442, -0.22037, -4.06646], [1.48626, -3.87942, -7.14224], [1.12880, -3.81703, -5.33206], [3.21032, -3.38752, -6.93368], [1.88671, -4.17327, -8.93172], [-0.13027, -4.51670, -7.51715], [0.97956, -2.19311, -7.57831], [2.01046, -5.60649, -6.87253], [1.40462, 7.88073, -4.32046], [-0.41860, 7.72951, -4.30072], [1.34435, 6.40715, -5.39232], [3.17954, 7.73406, -4.31248], [1.50719, 9.46209, -3.54195], [1.36636, 7.04277, -2.70420], [1.29348, 8.85432, -5.85299], [-4.50755, 6.71923, -9.13128], [-4.76751, 6.54170, -7.34079], [-5.72659, 8.07030, -9.16753], [-4.23496, 7.06851, -10.92048], [-3.19432, 5.46165, -9.33562], [-5.72691, 5.49194, -9.48966], [-3.22297, 8.04249, -8.86797], [6.55567, 2.21912, -10.41152], [6.56716, 1.12209, -11.81145], [6.82690, 0.82993, -9.24241], [6.71319, 3.36301, -9.02170], [6.26178, 3.67548, -11.52120], [4.74403, 2.06213, -10.08678], [8.30421, 2.34600, -10.74772], [-0.62592, 7.66074, -18.47990], [-0.68476, 8.88326, -17.68439], [-0.27712, 8.75595, -16.33494], [0.21704, 7.56367, -15.76146], [0.27248, 6.43210, -16.67189], [-0.14724, 6.47785, -17.98946], [0.47847, 7.32668, -14.31304], [0.97835, 6.25294, -13.87437], [0.14624, 8.22710, -13.55366], [-0.86960, 7.73270, -19.52959], [-1.12867, 9.77935, -18.09226], [-0.39404, 9.58876, -15.65732], [0.79173, 5.53638, -16.36453], [-0.09946, 5.59984, -18.61653]],
  "atomic_forces_ev_per_a": [[0.094, 0.072, 0.521], [-2.180, -0.610, 1.216], [-0.803, 0.291, -1.387], [1.093, -1.711, -1.017], [0.566, 0.621, 0.433], [-0.206, 0.483, 0.912], [1.992, 1.292, -0.443], [-0.210, -0.428, 0.531], [-0.681, 2.952, 0.832], [0.023, -0.274, -0.387], [-0.054, -0.131, -0.649], [-0.016, 0.241, -1.316], [-0.536, -1.798, 0.737], [-0.037, -1.299, 0.534], [1.044, 0.202, 0.266], [1.328, -0.977, -0.624], [0.370, 0.390, -2.838], [-2.150, -0.275, 0.065], [-0.482, 0.483, 1.796], [0.784, 0.736, 0.551], [0.500, -2.015, 0.954], [-0.433, 1.377, -0.105], [-1.339, -1.598, -0.979], [2.056, 0.835, 0.211], [0.343, 1.296, 1.437], [-1.355, 0.450, -0.160], [-0.240, -0.763, 0.137], [0.200, 0.956, -1.943], [0.400, -0.889, 1.284], [1.802, 2.039, -0.528], [0.518, -0.032, -2.571], [0.772, -1.540, 0.136], [-0.679, -0.622, 1.588], [-1.599, 1.310, 0.810], [0.717, 0.925, 0.267], [-1.685, -2.048, 0.021], [-0.336, 0.419, 1.391], [-0.769, 0.626, 0.908], [-0.262, 1.746, -1.822], [-0.183, -1.199, -1.670], [0.188, -1.926, 1.236], [2.350, 0.220, -0.854], [-0.908, 0.173, 0.520], [-0.197, 3.022, 0.259], [0.656, -3.562, 0.334], [-0.234, 0.264, 0.694], [-0.745, -2.232, -3.364], [1.024, 0.805, 1.891], [0.064, 0.452, 0.755], [0.676, -0.778, 2.291], [-1.140, 2.272, -2.330], [0.189, -0.323, -1.163], [-0.324, -0.010, -0.108], [0.216, 0.079, 0.147], [0.017, 0.213, 0.015], [-0.319, -0.160, 0.532], [0.122, -0.044, 0.046]]
}